Model a:
6
Properties=species:S:1:pos:R:3 method="wB97M-V/def2-TZVPD" e_homo_ev=-10.7256 charge=0 spin_multiplicity=1 lumo_energy_ev=-0.22
C -1.45 0.18 0.29
N -2.20 0.89 0.78
N 2.14 0.01 -1.65
N 1.80 -0.52 -0.75
O -0.23 0.12 0.38
H -0.05 -0.67 0.95

---

Model b:
6
Properties=species:S:1:pos:R:3 method="wB97M-V/def2-TZVPD" e_homo_ev=-11.4673 charge=0 spin_multiplicity=1 lumo_energy_ev=0.01
O 0.59 0.68 -1.14
N -0.15 -0.38 -1.03
C -0.41 -0.56 0.23
N 0.19 0.43 1.01
N 0.81 1.22 0.32
H -1.02 -1.39 0.61

---

Preferred: model a; penalty for the next structure: 89.6 kJ/mol.